Record 1
Formula: C4H5BrN2O
Source: OMol25
Level of theory: ωB97M-V with the def2-TZVPD basis set

Each line ends with the Löwdin charge.
CARTESIAN COORDINATES (ANGSTROEM)
Br (2.9810, -0.2449, 0.0028)  0.644
O (-0.1313, 2.9836, -0.0935)  0.111
N (0.6156, -2.2020, 0.1902)  0.078
N (1.1875, 0.0674, -0.2221)  -0.449
C (-0.4525, 1.8018, 0.2983)  -0.086
C (0.2857, -0.9165, -0.1228)  -0.597
C (-1.3642, 0.8677, -0.0043)  -0.063
C (-1.0627, -0.5802, -0.0838)  -0.055
H (-2.3550, 1.2004, -0.0711)  0.098
H (1.6570, -2.2834, 0.1136)  0.020
H (0.3470, 3.5987, 0.4545)  0.124
H (-1.7166, -1.2761, -0.3827)  0.045
H (0.0085, -3.0165, -0.0792)  0.128

HOMO energy (alpha / beta)	-7.270 / -7.270	eV

=====

Record 2
Formula: C6H4N5O5Rh
Source: OMol25
Level of theory: ωB97M-V with the def2-TZVPD basis set

Each line ends with the Löwdin charge.
CARTESIAN COORDINATES (ANGSTROEM)
Rh (0.3235, -0.1824, -0.1794)  0.746
O (-1.5993, -2.5583, -0.7889)  0.208
O (-1.5161, 0.9861, 1.9549)  0.206
O (4.0756, -3.1721, -1.0083)  0.062
O (2.3707, 1.9792, 0.7125)  0.225
O (-0.5924, 1.4935, -2.5456)  0.213
N (-4.5392, -0.1406, 0.2011)  -0.192
N (-5.6112, -0.7729, 0.7828)  0.375
N (-3.3307, -0.5871, 0.3323)  0.136
N (-4.6576, 1.1805, -0.2029)  0.213
N (-2.5274, 0.4525, -0.1133)  -0.066
C (-1.3508, 0.5871, 0.8405)  -0.321
C (-0.1312, 0.7596, -1.7695)  -0.194
C (-1.0063, -1.6103, -0.4879)  -0.120
C (-3.4080, 1.5004, -0.3694)  -0.044
C (3.2368, -2.4806, -0.6636)  -0.004
C (1.6065, 1.1584, 0.4480)  -0.089
H (-3.1035, 2.4701, -0.7363)  0.162
H (1.1937, -0.4895, -1.5842)  0.148
H (-5.4931, -1.7765, 0.7379)  0.167
H (-6.4737, -0.4451, 0.3689)  0.172

net charge	+2
HOMO energy (alpha / beta)	-15.876 / -18.642	eV
multiplicity	5

=====

| no. | energy (eV) |
| --- | --- |
| 1 | -79294.348 |
| 2 | -26954.858 |